Record 1
Molecular formula: C27H32CoN9O3S5
Method: DFT, ωB97M-V/def2-TZVPD

Last column: Löwdin charge in e.
Geometry (Å):
1 Co 0.719 -0.044 -0.319  0.12
2 C -0.193 3.574 4.595  0.02
3 C 0.844 2.971 3.728  -0.30
4 N 2.025 3.454 3.501  0.17
5 N 2.600 2.564 2.657  0.06
6 C 1.819 1.540 2.355  -0.64
7 S 2.262 0.207 1.365  0.81
8 N 0.687 1.775 3.051  -0.07
9 N -0.399 0.911 3.067  0.15
10 H 0.169 4.534 4.952  0.10
11 H -0.405 2.940 5.457  0.09
12 H -1.121 3.727 4.042  0.09
13 H 3.510 2.751 2.266  0.18
14 H -0.720 0.796 4.021  0.12
15 H -1.132 1.292 2.478  0.10
16 S 2.216 -1.559 -1.103  0.81
17 C 3.664 -0.869 -1.675  -0.95
18 N 4.577 -1.663 -2.207  -0.04
19 C 5.895 -1.074 -2.452  -0.18
20 C 5.618 0.403 -2.676  -0.37
21 S 4.157 0.780 -1.646  1.02
22 H 4.431 -2.663 -2.230  0.15
23 H 6.356 -1.538 -3.321  0.14
24 H 6.529 -1.238 -1.578  0.13
25 H 5.366 0.621 -3.712  0.09
26 H 6.445 1.033 -2.362  0.09
27 C -2.972 5.353 -4.587  -0.03
28 C -2.149 4.611 -3.576  -0.25
29 C -1.231 3.640 -3.974  -0.02
30 C -0.439 2.980 -3.048  -0.05
31 C -0.569 3.304 -1.704  -0.30
32 C -1.471 4.275 -1.277  -0.03
33 C -2.260 4.912 -2.216  -0.01
34 S 0.406 2.496 -0.506  0.58
35 O 0.964 3.470 0.373  -0.23
36 O 1.361 1.598 -1.225  -0.42
37 O -0.441 1.467 0.228  -0.38
38 H -3.063 4.795 -5.517  0.08
39 H -2.502 6.310 -4.821  0.10
40 H -3.971 5.565 -4.207  0.09
41 H -1.125 3.408 -5.026  0.12
42 H 0.276 2.230 -3.358  0.12
43 H -1.541 4.538 -0.230  0.12
44 H -2.963 5.670 -1.895  0.13
45 S -2.644 -4.285 3.242  1.07
46 C -1.641 -3.225 2.292  -0.49
47 C -0.263 -3.349 2.125  -0.02
48 C 0.410 -2.435 1.346  -0.14
49 N -0.196 -1.424 0.711  -0.06
50 C -1.523 -1.293 0.879  -0.11
51 C -2.268 -2.152 1.644  -0.06
52 C -1.462 -5.463 3.860  -0.54
53 C -0.843 -5.259 5.084  -0.08
54 C 0.065 -6.215 5.520  -0.12
55 N 0.365 -7.310 4.828  0.08
56 C -0.253 -7.500 3.667  -0.12
57 C -1.177 -6.609 3.135  -0.08
58 H 0.294 -4.144 2.600  0.12
59 H 1.481 -2.514 1.229  0.07
60 H -1.991 -0.457 0.383  0.10
61 H -3.334 -1.994 1.737  0.12
62 H -1.064 -4.388 5.686  0.11
63 H 0.572 -6.093 6.470  0.12
64 H -0.003 -8.410 3.133  0.12
65 H -1.661 -6.810 2.189  0.11
66 C -3.553 0.253 -3.670  0.03
67 N -2.293 -0.246 -3.128  -0.09
68 C -1.539 -1.280 -3.622  -0.02
69 C -0.446 -1.375 -2.821  -0.10
70 N -0.521 -0.405 -1.843  -0.01
71 C -1.654 0.248 -2.063  -0.15
72 H -3.751 -0.254 -4.609  0.10
73 H -3.477 1.323 -3.851  0.09
74 H -4.369 0.051 -2.978  0.10
75 H -1.837 -1.845 -4.487  0.13
76 H 0.376 -2.060 -2.897  0.07
77 H -2.031 1.071 -1.483  0.14

The total charge is +2. As for the multiplicity: 1. As for the lowest unoccupied orbital energy: -5.827 eV. For the gap between HOMO and LUMO, the calculation gives 0.2826 Eh.

***

Record 2
Molecular formula: C27H32N3
Method: DFT, ωB97M-V/def2-TZVPD

Last column: natural (NBO) charge in e.
Geometry (Å):
1 C 7.353 0.628 4.578  -0.41
2 C 7.269 1.001 3.091  -0.41
3 C 6.044 0.273 2.522  -0.21
4 N 5.360 -0.303 3.666  -0.40
5 C 4.193 -1.006 3.537  0.29
6 C 4.013 -1.883 2.429  -0.26
7 C 2.836 -2.576 2.270  -0.13
8 C 1.701 -2.297 3.097  -0.12
9 C 0.443 -2.904 2.873  0.07
10 C -0.797 -2.349 3.262  -0.21
11 C -1.020 -0.937 3.387  -0.13
12 C -2.245 -0.460 3.799  -0.24
13 C -3.267 -1.363 4.212  0.30
14 N -4.440 -0.875 4.752  -0.46
15 C -4.911 -1.201 6.087  -0.20
16 C -6.169 -0.344 6.298  -0.41
17 C -6.487 0.323 4.951  -0.41
18 C -5.376 -0.088 3.975  -0.20
19 C -3.053 -2.759 4.097  -0.27
20 C -1.877 -3.232 3.563  -0.04
21 C 1.912 -1.443 4.233  -0.14
22 C 3.139 -0.871 4.486  -0.26
23 C 6.057 -0.117 4.928  -0.21
24 H 8.203 -0.038 4.745  0.22
25 H 7.469 1.509 5.211  0.23
26 H 7.139 2.081 2.976  0.22
27 H 8.171 0.696 2.555  0.23
28 H 5.390 0.985 1.989  0.20
29 H 6.349 -0.501 1.799  0.19
30 H 4.851 -2.019 1.737  0.23
31 H 2.768 -3.334 1.487  0.21
32 H 0.426 -3.948 2.531  0.25
33 H -0.228 -0.223 3.150  0.23
34 H -2.437 0.615 3.887  0.24
35 H -5.142 -2.277 6.186  0.18
36 H -4.149 -0.959 6.846  0.20
37 H -6.996 -0.969 6.643  0.22
38 H -5.970 0.424 7.051  0.22
39 H -7.450 -0.015 4.561  0.22
40 H -6.500 1.411 5.046  0.22
41 H -4.865 0.777 3.530  0.19
42 H -5.792 -0.694 3.149  0.19
43 H -3.853 -3.427 4.427  0.24
44 H -1.741 -4.302 3.399  0.22
45 H 1.093 -1.276 4.938  0.23
46 H 3.298 -0.271 5.386  0.24
47 H 6.294 -1.089 5.399  0.20
48 H 5.439 0.454 5.641  0.19
49 N 0.416 -4.446 0.417  -0.83
50 C -0.510 -5.383 0.039  0.17
51 C -1.466 -5.086 -0.959  -0.27
52 C -2.408 -6.049 -1.318  -0.18
53 C -2.439 -7.285 -0.647  -0.25
54 C -1.527 -7.559 0.385  -0.18
55 C -0.555 -6.619 0.723  -0.28
56 H 1.317 -4.734 0.767  0.38
57 H 0.336 -3.489 0.082  0.39
58 H -1.457 -4.093 -1.426  0.21
59 H -3.134 -5.822 -2.105  0.22
60 H -3.203 -8.021 -0.901  0.22
61 H -1.583 -8.500 0.944  0.22
62 H 0.137 -6.787 1.560  0.21

The total charge is +1. As for the multiplicity: 1. As for the lowest unoccupied orbital energy: -4.686 eV. For the gap between HOMO and LUMO, the calculation gives 0.1982 Eh.